{"formula": "C4H5NO2", "method": "ωB97M-V/def2-TZVPD", "elements": ["O", "C", "C", "O", "N", "C", "C", "H", "H", "H", "H", "H"], "positions_angstrom": [[1.630683, 1.719800, 0.491943], [1.974183, 0.590412, 0.253462], [1.003165, -0.567060, 0.010502], [1.412759, -1.582042, -0.513002], [-0.270495, -0.375968, 0.481946], [-1.466303, -0.774148, -0.215285], [-1.183435, 0.665305, 0.078101], [3.034592, 0.289673, 0.136785], [-2.201341, -1.313571, 0.376907], [-1.341973, -1.125910, -1.237699], [-0.883951, 1.304320, -0.749232], [-1.707879, 1.169193, 0.885571]], "atomic_forces_ev_per_a": [[0.13, -0.55, -0.09], [0.06, 0.46, 0.07], [-0.14, -0.28, -0.08], [-0.12, 0.36, 0.17], [0.26, -0.08, -0.01], [-0.14, -0.20, -0.10], [-0.11, 0.27, -0.04], [-0.14, 0.06, 0.01], [0.14, 0.12, -0.08], [0.00, 0.07, 0.17], [-0.04, -0.12, 0.13], [0.09, -0.10, -0.13]], "lowdin_charge": [0.084, -0.145, -0.430, 0.099, -0.018, -0.084, -0.093, 0.131, 0.110, 0.117, 0.117, 0.112], "homo_ev": -9.98, "de_lowest_ev": 1.908, "energy_ev": -9812.4068, "lumo_energy_ev": -0.204, "charge": 0, "orbital_gap_ev": 9.772, "spin_multiplicity": 1, "smiles": "O=CC(=O)N1CC1"}